Entry from OMol25: a 3-piece molecular cluster, C31H70BBr2F3NO12P3S overall at a distorted geometry (ωB97M-V/def2-TZVPD).

Each line ends with the Löwdin charge.
Element x y z (Å)
C -1.763 -2.829 -0.770  -0.11
O -2.340 -3.488 -1.957  -0.26
C -2.751 -2.502 -2.981  -0.20
C -2.063 -2.957 -4.433  -0.18
C -0.470 -3.385 -4.274  -0.20
C 0.219 -3.145 -5.749  -0.22
C 1.416 -2.024 -5.775  -0.21
C 1.094 -0.675 -4.887  -0.20
C 1.359 0.652 -5.848  -0.24
C 0.572 1.999 -5.390  -0.28
P 1.020 2.761 -3.709  0.81
C 1.418 4.670 -3.775  -0.23
C 0.439 5.471 -4.870  -0.26
C 1.411 6.397 -5.869  -0.55
S 2.160 5.331 -7.215  0.60
C 2.856 2.268 -3.784  -0.32
C 3.847 2.978 -2.694  -0.22
C 4.969 1.979 -2.016  -0.62
F 5.344 0.812 -2.847  -0.10
Br 6.667 3.104 -1.882  0.74
C 4.637 1.516 -0.479  -0.60
F 5.976 1.239 0.165  -0.15
F 4.023 2.591 0.367  -0.06
Br 3.640 -0.247 -0.355  0.81
C -0.871 3.087 -3.447  -0.30
C -1.226 4.054 -2.180  -0.33
O -2.039 3.268 -1.192  -0.14
C -2.254 5.291 -2.644  -0.21
N -1.819 6.533 -1.867  -0.05
B 0.933 1.772 -2.024  -0.58
O 0.532 0.359 -1.905  -0.02
O 1.243 2.472 -0.728  0.00
H -2.132 -3.431 0.172  0.09
H -2.101 -1.717 -0.615  0.10
H -0.579 -2.885 -0.888  0.11
H -2.364 -1.410 -2.776  0.11
H -3.920 -2.515 -3.076  0.13
H -2.107 -2.036 -5.181  0.10
H -2.679 -3.835 -4.923  0.12
H 0.080 -2.851 -3.390  0.11
H -0.480 -4.560 -4.066  0.12
H 0.728 -4.181 -6.043  0.11
H -0.632 -2.955 -6.540  0.11
H 2.398 -2.511 -5.304  0.12
H 1.626 -1.749 -6.893  0.10
H 1.777 -0.721 -3.940  0.10
H -0.057 -0.613 -4.576  0.11
H 0.881 0.342 -6.900  0.12
H 2.514 0.806 -6.109  0.12
H -0.593 1.736 -5.425  0.11
H 0.716 2.799 -6.265  0.09
H 2.514 4.873 -4.205  0.09
H 1.409 5.168 -2.710  0.10
H -0.273 6.254 -4.347  0.10
H -0.120 4.734 -5.599  0.09
H 0.760 7.251 -6.349  0.09
H 2.307 6.868 -5.237  0.09
H 2.202 6.074 -8.407  -0.13
H 2.913 1.101 -3.580  0.09
H 3.259 2.468 -4.885  0.11
H 3.289 3.622 -1.864  0.13
H 4.480 3.784 -3.308  0.10
H -1.360 2.025 -3.198  0.10
H -1.425 3.467 -4.403  0.08
H -0.314 4.468 -1.579  0.13
H -2.878 2.941 -1.674  0.11
H -2.254 5.438 -3.805  0.10
H -3.370 4.997 -2.352  0.13
H -0.866 6.839 -2.214  0.06
H -1.665 6.210 -0.883  0.07
H -0.347 0.241 -2.409  0.10
H 1.044 1.798 -0.001  0.11
C 1.603 -1.815 4.217  -0.09
C 1.959 -1.742 5.688  -0.31
O 3.202 -1.097 5.882  -0.23
P 3.260 0.548 5.702  0.74
O 2.674 0.851 7.103  -0.23
O 4.850 0.734 6.177  -0.24
C 5.170 1.639 7.227  -0.32
C 5.269 0.907 8.556  -0.08
O 3.915 0.210 4.137  -0.21
C 3.928 1.314 3.243  -0.32
C 4.906 2.392 3.672  -0.07
H 1.414 -0.815 3.813  0.06
H 0.709 -2.420 4.062  0.07
H 2.429 -2.244 3.638  0.09
H 1.173 -1.228 6.253  0.11
H 2.050 -2.756 6.090  0.12
H 4.443 2.457 7.269  0.10
H 6.139 2.092 6.992  0.12
H 4.418 0.241 8.729  0.07
H 5.328 1.619 9.384  0.08
H 6.163 0.277 8.577  0.08
H 2.915 1.719 3.156  0.11
H 4.221 0.930 2.261  0.06
H 4.556 2.897 4.578  0.07
H 5.015 3.150 2.890  0.08
H 5.889 1.967 3.894  0.09
C -7.349 -7.054 3.089  -0.09
C -6.382 -6.295 2.201  -0.31
O -6.051 -5.040 2.761  -0.23
P -5.014 -5.014 4.052  0.74
O -3.736 -5.176 3.192  -0.23
O -4.893 -3.353 4.162  -0.24
C -3.611 -2.737 4.141  -0.31
C -3.259 -2.276 2.736  -0.08
O -6.442 -4.833 5.011  -0.21
C -6.260 -5.058 6.402  -0.31
C -5.408 -3.985 7.055  -0.08
H -6.869 -7.336 4.032  0.06
H -7.698 -7.962 2.598  0.08
H -8.214 -6.431 3.343  0.08
H -5.474 -6.883 2.025  0.11
H -6.852 -6.108 1.231  0.12
H -2.849 -3.411 4.548  0.10
H -3.647 -1.868 4.807  0.12
H -3.440 -3.052 1.985  0.06
H -2.208 -1.976 2.680  0.07
H -3.879 -1.421 2.450  0.08
H -5.820 -6.049 6.552  0.11
H -7.253 -5.060 6.861  0.12
H -4.367 -4.058 6.721  0.07
H -5.416 -4.092 8.143  0.08
H -5.766 -2.985 6.793  0.09

E_HOMO (eV): -8.151
Structure (SMILES): COCCCCCCCCP(CCCS)(CC[C@@](F)(Br)C(F)(F)Br)(C[C@H](O)CN)B(O)O.CCOP(=O)(OCC)OCC.CCOP(=O)(OCC)OCC
Calculated total energy (eV): -246945.1094